No. 1
The following is a DFT calculation (ωB97M-V/def2-TZVPD) of a molecular structure, C14H13BrCoN2O6S in a non-equilibrium geometry.

Geometry (Å):
Co (-1.32632, -1.06295, 0.96805)
C (4.74919, -0.87895, -4.43165)
C (3.79624, -0.44441, -3.29407)
C (4.02228, -0.90989, -1.99329)
C (3.07965, -0.63258, -1.00077)
C (1.89823, 0.08080, -1.34246)
C (1.78243, 0.60996, -2.60825)
C (2.73202, 0.36728, -3.58789)
S (0.60611, 0.36421, -0.13003)
O (0.93645, 1.62221, 0.48735)
O (-0.72880, 0.17908, -0.75846)
N (0.63983, -0.89885, 0.91862)
C (1.18992, -0.51843, 2.25656)
C (0.10391, -0.35375, 3.27448)
O (0.40173, 0.28995, 4.23756)
O (-1.02637, -0.85680, 2.93497)
H (4.32079, -1.79561, -4.86995)
H (5.70915, -1.25235, -4.09797)
H (4.79357, -0.18121, -5.22518)
H (4.73749, -1.71520, -1.74325)
H (3.31093, -1.15645, -0.10101)
H (0.90178, 1.23803, -2.80572)
H (2.46638, 0.76763, -4.57664)
H (1.75737, 0.40878, 2.23632)
H (1.65834, -1.50064, 2.58263)
O (-0.37468, 3.01214, 4.56945)
O (-1.26225, 2.24841, 4.29532)
Br (-3.50130, -1.03971, -1.52548)
C (-4.07060, -0.22059, 0.08146)
C (-5.34895, 0.39356, 0.21538)
C (-5.72930, 0.79453, 1.47947)
C (-4.79525, 0.73046, 2.53066)
C (-3.58592, 0.10272, 2.29961)
N (-3.25592, -0.36350, 1.08025)
H (-6.05888, 0.32731, -0.58865)
H (-6.74156, 1.16043, 1.60499)
H (-4.96265, 1.06259, 3.54039)
H (-2.82506, 0.02180, 3.08718)

Properties
frontier orbital gap (alpha / beta): 8.05 / 8.20 eV
LUMO (alpha / beta): -0.57 / -0.25 eV
multiplicity: 4
energy relative to the best compared isomer or geometry (same formula, charge and spin): 7.0 kcal per mole
<S²>: 4.192

No. 2
The following is a DFT calculation (ωB97M-V/def2-TZVPD) of 11 unconnected molecules or ions with the total composition C25H50Cl20IO4P in a non-equilibrium geometry.

Geometry (Å):
C (1.15585, -1.15557, -1.58124)
C (1.38398, -1.28929, -0.11256)
I (-0.25797, -0.39016, 0.93199)
C (2.62747, -0.64978, 0.37761)
O (2.72057, 0.74861, 0.08992)
C (3.33437, 1.13690, -0.96246)
O (4.01623, 0.51645, -1.64831)
O (3.19877, 2.45858, -1.04506)
P (2.75195, 3.16799, -2.52285)
C (1.35437, 4.15175, -1.89329)
O (1.93677, 2.08996, -3.40801)
H (0.65343, -1.99752, -1.96864)
H (0.61456, -0.28680, -1.81276)
H (2.08922, -1.09809, -2.08693)
H (1.41481, -2.31886, 0.12167)
H (2.56435, -0.70191, 1.43059)
H (3.48895, -1.20940, 0.09840)
H (0.47821, 3.55857, -1.77547)
H (1.18260, 4.97459, -2.54091)
H (1.64912, 4.50693, -0.93698)
H (0.99224, 2.12335, -3.24581)
Cl (2.93913, -2.03973, 3.39702)
C (3.65512, -3.64153, 3.72123)
C (4.00539, -4.36869, 2.45276)
Cl (2.55706, -4.85424, 1.53158)
H (2.95108, -4.20581, 4.32467)
H (4.55481, -3.47322, 4.30909)
H (4.54866, -5.27940, 2.69363)
H (4.62432, -3.75745, 1.80276)
Cl (-3.37425, 0.76337, 1.82270)
C (-3.58701, 2.50609, 1.50109)
C (-3.56348, 2.81089, 0.02527)
Cl (-1.93253, 2.54431, -0.64982)
H (-2.80193, 3.04370, 2.02419)
H (-4.54527, 2.79138, 1.92964)
H (-3.81613, 3.85536, -0.14398)
H (-4.26607, 2.19485, -0.52847)
Cl (-6.70952, -0.89797, -2.18197)
C (-5.98359, -2.21747, -1.21817)
C (-4.84444, -1.73373, -0.36441)
Cl (-3.43348, -1.25227, -1.33987)
H (-5.67098, -2.99415, -1.90317)
H (-6.77353, -2.61733, -0.58649)
H (-4.51584, -2.53478, 0.29488)
H (-5.13283, -0.88355, 0.24568)
Cl (3.32341, -2.70690, -8.42122)
C (3.15689, -1.43343, -7.17268)
C (2.71625, -1.98598, -5.84877)
Cl (1.03234, -2.58390, -5.89480)
H (2.45431, -0.68513, -7.54348)
H (4.13476, -0.96811, -7.06369)
H (2.75242, -1.20193, -5.09832)
H (3.35216, -2.80546, -5.52708)
Cl (-1.14823, -1.64252, 5.70648)
C (-0.04346, -0.36956, 5.12573)
C (0.21222, 0.67496, 6.17122)
Cl (-1.22974, 1.67422, 6.53260)
H (-0.47009, 0.05840, 4.22428)
H (0.89249, -0.85777, 4.86337)
H (0.98640, 1.35700, 5.82504)
H (0.54181, 0.21986, 7.09982)
Cl (1.40992, 3.95227, -9.28403)
C (1.15564, 2.24186, -9.71398)
C (0.36013, 1.50323, -8.67263)
Cl (1.27020, 1.30379, -7.15047)
H (2.12959, 1.78644, -9.86474)
H (0.61839, 2.22887, -10.65950)
H (0.12417, 0.50320, -9.03228)
H (-0.56871, 2.01464, -8.44063)
Cl (-1.63858, 4.55431, -5.68390)
C (-1.87194, 5.85424, -4.48598)
C (-2.35830, 5.32455, -3.16497)
Cl (-4.02702, 4.69926, -3.25898)
H (-2.56411, 6.57854, -4.90409)
H (-0.90690, 6.33904, -4.35372)
H (-2.36509, 6.12330, -2.42591)
H (-1.72252, 4.52339, -2.80141)
Cl (1.87338, 0.15042, 10.66915)
C (1.65322, 1.90209, 10.40530)
C (1.60353, 2.24885, 8.94408)
Cl (3.17438, 2.00567, 8.13295)
H (2.46079, 2.42208, 10.91086)
H (0.71347, 2.17892, 10.87738)
H (1.34464, 3.29827, 8.82344)
H (0.86953, 1.65388, 8.41872)
Cl (5.99473, -1.05547, 7.59702)
C (4.89935, -1.61903, 8.88421)
C (4.50129, -3.05666, 8.69574)
Cl (3.45294, -3.27930, 7.26722)
H (4.03238, -0.96447, 8.89524)
H (5.42897, -1.50439, 9.82741)
H (3.93508, -3.39558, 9.56046)
H (5.36918, -3.69748, 8.57571)
Cl (-9.73911, -4.47042, -3.99016)
C (-8.13459, -3.92084, -4.53753)
C (-7.05852, -4.92796, -4.23667)
Cl (-6.75587, -5.07922, -2.48383)
H (-7.92726, -2.96513, -4.06428)
H (-8.19881, -3.76919, -5.61268)
H (-6.12290, -4.61245, -4.69357)
H (-7.31319, -5.91223, -4.61620)

Properties
frontier orbital gap: 9.34 eV
SMILES: C[C@H](I)COC(=O)OP(C)O.ClCCCl.ClCCCl.ClCCCl.ClCCCl.ClCCCl.ClCCCl.ClCCCl.ClCCCl.ClCCCl.ClCCCl
LUMO: 0.42 eV

No. 3
The following is a DFT calculation (ωB97M-V/def2-TZVPD) of a single C5H11NS molecule in a non-equilibrium geometry.

Geometry (Å):
C (-0.13962, 1.68560, -0.16086)
C (-0.83521, 0.37786, 0.33739)
C (-1.66403, -0.46744, -0.78315)
N (-0.52622, -1.38628, -0.73371)
C (-0.01554, -0.83834, 0.48008)
C (1.48807, -0.74708, 0.70791)
S (2.69278, -0.19389, -0.59911)
H (0.47602, 1.56545, -1.12885)
H (-0.74932, 2.57371, -0.29797)
H (0.52052, 2.13802, 0.64474)
H (-1.44421, 0.63816, 1.18576)
H (-2.48576, -0.95968, -0.27806)
H (-1.97800, -0.00272, -1.73730)
H (-0.74466, -2.39116, -0.85745)
H (-0.31907, -1.39590, 1.39008)
H (1.65228, -0.08524, 1.53454)
H (1.84798, -1.72396, 1.05751)
H (2.22399, 1.21290, -0.76155)

Properties
frontier orbital gap: 9.65 eV
SMILES: C[C@H]1CN[C@H]1CS
LUMO: 0.94 eV
energy relative to the best compared isomer or geometry (same formula, charge and spin): 39.1 kcal per mole

No. 4
The following is a DFT calculation (ωB97M-V/def2-TZVPD) of a single C4H5N3O molecule in a non-equilibrium geometry.

Geometry (Å):
N (1.94568, -0.04541, 0.55962)
C (0.65991, 0.40200, 0.35155)
N (0.22323, 1.49559, 0.81333)
C (-1.12104, 1.53914, 0.49626)
C (-1.48125, 0.43381, -0.20766)
N (-0.30919, -0.32858, -0.37107)
C (-0.09564, -1.55445, -1.05790)
O (-1.04317, -2.12161, -1.47108)
H (2.26107, 0.46994, 1.38530)
H (2.11132, -1.05575, 0.58618)
H (-1.72261, 2.46911, 0.72390)
H (-2.41613, 0.05323, -0.61608)
H (0.98781, -1.75703, -1.19236)

Properties
frontier orbital gap: 8.99 eV
SMILES: Nc1nccn1C=O
LUMO: 0.54 eV
energy relative to the best compared isomer or geometry (same formula, charge and spin): 24.4 kcal per mole

No. 5
The following is a DFT calculation (ωB97M-V/def2-TZVPD) of a gas-phase ion, C3H7O2 (charge -1) in a non-equilibrium geometry.

Geometry (Å):
C (-0.98921, -0.08057, 1.50814)
O (0.23599, 0.18709, 0.94297)
C (0.23902, 0.62951, -0.49437)
C (0.99158, -0.52647, -1.22583)
O (-0.85652, 1.03024, -1.03951)
H (-1.04275, -1.11326, 1.88005)
H (-1.75052, 0.27028, 0.82832)
H (-1.21358, 0.51074, 2.41970)
H (1.01115, 1.45416, -0.48931)
H (1.28978, -0.14567, -2.20945)
H (1.85126, -0.92610, -0.68843)
H (0.23379, -1.28995, -1.43227)

Properties
net charge: -1
frontier orbital gap: 7.09 eV
SMILES: CO[C@@H](C)[O-]
LUMO: 4.54 eV
energy relative to the best compared isomer or geometry (same formula, charge and spin): 48.2 kcal per mole

No. 6
The following is a DFT calculation (ωB97M-V/def2-TZVPD) of a single H2N2O4S molecule in a non-equilibrium geometry.

Geometry (Å):
N (1.25619, 0.25200, -2.13578)
N (0.29569, -0.84702, -1.16023)
O (1.81639, 0.99796, -1.44718)
O (-0.77876, 1.37100, 1.65126)
O (-0.67354, -1.76729, 0.91719)
O (-0.59975, 0.69327, 0.41050)
S (0.37745, -0.62559, 0.31011)
H (-0.63182, 2.22182, 1.22644)
H (-1.06185, -2.29616, 0.22769)

Properties
frontier orbital gap: 8.82 eV
LUMO: -0.84 eV
energy relative to the best compared isomer or geometry (same formula, charge and spin): 125.6 kcal per mole